# 1
{
  "formula": "C15H25INO4P2SY",
  "method": "ωB97M-V/def2-TZVPD",
  "elements": ["C", "I", "H", "H", "H", "Y", "P", "C", "C", "H", "H", "H", "H", "H", "H", "C", "H", "H", "H", "P", "C", "C", "H", "H", "H", "C", "H", "H", "H", "H", "H", "H", "C", "O", "O", "S", "O", "N", "C", "O", "C", "C", "C", "C", "C", "C", "H", "H", "H", "H"],
  "positions_angstrom": [[3.058406, -0.866538, -1.617920], [-0.945374, -0.984130, 1.330828], [3.456599, -1.879912, -1.703514], [3.819657, -0.204997, -1.197289], [2.802117, -0.491041, -2.610646], [1.336203, -0.954614, -0.355295], [2.671710, -0.972507, 1.595442], [2.902223, 0.676154, 2.347504], [2.001322, -1.988100, 2.951795], [2.794387, -2.204932, 3.675039], [4.858258, -1.720428, 2.356710], [1.601470, -2.913106, 2.532325], [4.297619, -2.613956, 0.913363], [1.913593, 1.076436, 2.590996], [1.186389, -1.439601, 3.429662], [4.364804, -1.629320, 1.383948], [3.508925, 0.610585, 3.256019], [4.953497, -0.971643, 0.740393], [3.388243, 1.346685, 1.633448], [-0.131840, -1.291890, -2.179284], [-0.914359, 0.241830, -2.789497], [0.606871, -2.055116, -3.668264], [-1.182999, -3.222842, -1.199052], [-1.974481, -2.756562, -2.743993], [-2.278592, -1.827376, -1.235565], [-1.538195, -2.390075, -1.808924], [1.153651, -2.952346, -3.365766], [-0.179155, -2.327256, -4.379821], [-1.597770, 0.029104, -3.617428], [-0.145826, 0.944285, -3.123647], [1.302685, -1.363331, -4.148861], [-1.466967, 0.691676, -1.959235], [1.184187, 0.880205, -0.402662], [1.111447, 2.035715, -0.448560], [-0.355534, 3.774154, 2.274380], [-1.411881, 2.673065, 2.433693], [-0.887344, 1.621218, 3.428087], [-0.598718, 1.792702, 1.167528], [-1.173744, 1.308774, 0.085729], [-0.394782, 0.088875, -0.684649], [-2.607852, 1.724092, 0.169353], [-3.715088, 1.531457, -0.670381], [-4.983877, 2.000380, -0.248786], [-5.152754, 2.616366, 1.003123], [-4.057508, 2.810382, 1.826534], [-2.809575, 2.392384, 1.393160], [-3.626178, 1.044814, -1.625740], [-5.851029, 1.878950, -0.879001], [-6.125073, 2.951153, 1.343726], [-4.167768, 3.280176, 2.800995]],
  "forces_ev_per_angstrom": [[1.8, 1.1, -1.5], [-1.0, -1.2, 1.3], [0.0, -0.2, 0.0], [0.2, 0.0, -0.2], [0.2, 0.0, -0.1], [2.0, -14.5, 1.1], [4.3, -0.1, 5.5], [-0.1, 0.1, -0.1], [0.1, -0.1, 0.2], [-0.2, 0.0, 0.0], [-0.1, 0.0, -0.1], [0.1, -0.1, 0.2], [0.2, 0.0, 0.1], [0.1, 0.1, 0.1], [0.1, -0.1, 0.1], [0.0, 0.0, 0.0], [-0.1, 0.0, -0.1], [-0.1, -0.1, 0.1], [0.0, 0.0, 0.1], [-3.6, -2.0, -7.0], [-0.8, 0.0, -1.9], [-0.1, -0.1, 0.0], [-0.2, -0.1, -0.1], [0.0, 0.0, 0.2], [0.0, -0.2, -0.1], [-0.1, 0.1, 0.0], [0.0, 0.0, -0.2], [0.1, 0.0, 0.0], [0.2, 0.1, -0.2], [-0.1, 0.0, -0.1], [-0.1, -0.1, 0.1], [-0.3, 0.0, -1.7], [2.1, 17.6, -0.6], [1.2, -2.7, -0.7], [-4.9, -1.0, 1.2], [9.7, -2.1, -0.7], [-3.7, 2.9, -1.4], [0.6, -3.1, -4.2], [0.3, 1.9, 4.9], [-5.1, 3.6, 5.7], [-1.0, -0.6, -1.3], [-0.1, 0.6, 1.0], [0.6, 0.2, 0.7], [-0.1, -0.4, -0.8], [0.4, 0.1, 0.0], [-2.6, 1.0, 1.0], [0.1, -0.1, -0.2], [0.0, -0.1, -0.2], [0.0, -0.1, -0.2], [0.0, 0.0, -0.2]],
  "lowdin_charge": [-0.225, 1.393, 0.038, 0.023, 0.016, 0.545, 0.700, -0.202, -0.275, 0.068, 0.067, 0.042, 0.058, 0.040, 0.020, -0.227, 0.077, 0.055, 0.065, 0.751, -0.159, -0.213, 0.049, 0.073, 0.022, -0.232, 0.061, 0.066, 0.085, 0.086, 0.055, 0.025, -0.386, 0.236, -0.255, 0.904, -0.331, -0.133, -0.312, -0.785, -0.161, 0.032, 0.011, -0.008, -0.018, -0.257, 0.117, 0.126, 0.132, 0.140],
  "e_above_lowest_kj_mol": 1906.3,
  "e_tot_ha": -2357.9863,
  "molar_mass_da": 593.19,
  "total_charge": 2,
  "gap_ev": [4.31, 4.36]
}



# 2
{
  "formula": "C15H25N2O3",
  "method": "ωB97M-V/def2-TZVPD",
  "elements": ["C", "C", "C", "C", "C", "N", "C", "C", "O", "C", "C", "H", "H", "H", "H", "H", "H", "H", "H", "H", "H", "H", "H", "H", "H", "H", "H", "H", "H", "H", "H", "C", "C", "C", "C", "C", "C", "N", "O", "O", "H", "H", "H", "H", "H"],
  "positions_angstrom": [[1.884458, -2.316067, -0.379528], [1.100770, -1.087696, -1.194928], [-0.215586, -0.539637, -0.380550], [-1.316069, 0.255440, -1.299254], [-0.609260, 0.927367, -2.631152], [-2.573958, -0.551653, -1.615122], [-2.311529, -1.840941, -2.361258], [-3.132844, -3.146881, -1.795342], [-4.528837, -2.722284, -1.594922], [-4.586642, -1.827733, -0.428835], [-3.406677, -0.692273, -0.360400], [1.385419, -2.541789, 0.657815], [3.016105, -1.965310, -0.257742], [1.890408, -3.293161, -1.023584], [1.879461, -0.187681, -1.260430], [0.893079, -1.435356, -2.295045], [0.144005, 0.193878, 0.478038], [-0.750555, -1.456448, 0.164818], [-1.692969, 1.176589, -0.640027], [-0.199079, 0.115974, -3.368785], [-1.371442, 1.662761, -3.179220], [0.305847, 1.572907, -2.218139], [-3.138744, 0.062643, -2.276286], [-2.682589, -1.684469, -3.485180], [-1.185576, -2.150958, -2.440135], [-2.641593, -3.681410, -0.877616], [-3.154175, -3.937525, -2.688810], [-4.564129, -2.396131, 0.615575], [-5.658348, -1.303439, -0.468687], [-2.798834, -0.866154, 0.624648], [-3.963248, 0.354302, -0.216383], [4.875188, 3.032894, 3.337181], [4.073033, 2.214703, 4.134207], [2.800858, 1.841557, 3.696342], [2.341712, 2.291840, 2.450870], [3.141872, 3.119612, 1.652119], [4.411245, 3.488436, 2.101931], [1.015434, 1.882261, 1.973687], [0.330133, 1.164919, 2.717654], [0.658706, 2.273494, 0.853097], [5.868647, 3.316580, 3.680349], [4.441043, 1.864915, 5.096378], [2.187983, 1.203383, 4.329170], [2.796099, 3.480325, 0.685644], [5.041178, 4.128214, 1.487835]],
  "forces_ev_per_angstrom": [[0.3, 0.5, -0.5], [0.9, 0.2, 0.5], [-0.1, -0.7, 0.2], [2.1, 2.5, 0.8], [-0.3, 0.2, 0.5], [-0.1, 0.6, -0.4], [0.1, -2.7, -2.1], [-0.1, 0.0, -1.4], [2.1, 0.7, 1.7], [-1.3, 0.3, 0.7], [-2.2, 0.7, 1.9], [1.1, 0.5, -2.0], [-2.5, -1.0, 0.0], [-0.1, 1.9, 1.3], [-1.8, -1.9, 0.0], [0.2, 0.7, 2.2], [-1.0, -1.7, -2.0], [1.1, 1.9, -1.2], [0.6, -2.1, -1.5], [-0.9, 1.7, 1.4], [1.7, -1.7, 1.1], [-2.1, -1.5, -1.0], [0.9, -1.0, 1.1], [0.8, -0.3, 2.6], [-2.0, 1.1, 0.5], [-1.0, 1.3, -1.4], [0.1, 1.8, 2.0], [0.1, 0.8, -2.4], [2.5, -1.2, -0.1], [-0.6, 0.3, -2.4], [1.4, -2.3, -0.3], [-0.1, 0.0, 0.0], [-0.2, 0.1, -0.3], [0.0, 0.0, 0.0], [0.8, 0.2, 0.3], [0.0, 0.0, 0.0], [-0.3, -0.2, 0.2], [-0.7, -0.2, 0.2], [0.8, 1.0, -1.3], [0.2, -0.5, 1.3], [-0.2, -0.1, -0.1], [-0.1, 0.1, -0.2], [0.0, 0.2, -0.3], [-0.1, -0.2, 0.3], [-0.2, -0.1, 0.1]],
  "lowdin_charge": [-0.121, -0.246, -0.155, -0.289, -0.057, -0.113, -0.078, -0.140, -0.180, -0.152, -0.094, 0.079, 0.090, 0.076, 0.121, 0.091, 0.095, 0.121, 0.168, 0.086, 0.106, 0.117, 0.201, 0.170, 0.139, 0.148, 0.162, 0.149, 0.154, 0.149, 0.165, -0.058, -0.056, 0.004, -0.143, 0.000, -0.058, -0.322, 0.062, 0.027, 0.115, 0.114, 0.121, 0.118, 0.113],
  "e_above_lowest_kj_mol": 510.8,
  "e_tot_ha": -921.3014,
  "molar_mass_da": 281.38,
  "total_charge": 1,
  "gap_ev": 9.07
}



- Number 2 is which compound?
  C15H25N2O3



- Which formula does entry 2 have?
  C15H25N2O3